Run 1
{
  "formula": "H26O13",
  "method": "ωB97M-V/def2-TZVPD",
  "species": ["O", "H", "H", "O", "H", "H", "O", "H", "H", "O", "H", "H", "O", "H", "H", "O", "H", "H", "O", "H", "H", "O", "H", "H", "O", "H", "H", "O", "H", "H", "O", "H", "H", "O", "H", "H", "O", "H", "H"],
  "positions_angstrom": [[1.090, 2.000, 2.434], [1.291, 1.267, 3.007], [0.237, 1.780, 1.970], [1.828, 0.166, -2.935], [1.081, 0.696, -3.339], [2.349, 0.881, -2.504], [0.072, -2.974, -1.176], [0.587, -2.951, -0.342], [-0.847, -3.067, -0.850], [0.793, 0.168, 0.046], [0.986, 1.025, -0.407], [0.763, -0.383, -0.738], [-2.164, -2.446, 0.029], [-2.250, -1.492, 0.203], [-2.477, -2.909, 0.823], [-0.060, -2.105, 1.883], [0.713, -2.252, 2.440], [0.050, -1.226, 1.498], [2.428, -0.754, 2.296], [2.143, -0.326, 1.481], [3.389, -0.681, 2.340], [-2.027, -0.534, 3.112], [-1.186, -1.004, 3.069], [-1.994, 0.208, 3.721], [0.183, 2.645, -2.463], [0.931, 2.909, -1.889], [-0.605, 2.424, -1.938], [-1.325, 1.814, 1.012], [-1.115, 1.550, 0.103], [-1.726, 1.011, 1.410], [2.139, 2.888, -0.402], [1.594, 2.880, 0.408], [2.897, 2.305, -0.159], [-1.943, 0.744, -1.294], [-2.508, 1.299, -1.837], [-1.576, 0.051, -1.877], [-1.289, -1.497, -3.057], [-2.006, -2.106, -3.081], [-0.445, -2.005, -2.995]],
  "multiplicity": 1,
  "orbital_gap_ev": 10.91
}

Run 2
{
  "formula": "H26O13",
  "method": "ωB97M-V/def2-TZVPD",
  "species": ["O", "H", "H", "O", "H", "H", "O", "H", "H", "O", "H", "H", "O", "H", "H", "O", "H", "H", "O", "H", "H", "O", "H", "H", "O", "H", "H", "O", "H", "H", "O", "H", "H", "O", "H", "H", "O", "H", "H"],
  "positions_angstrom": [[-35.993, -23.519, 0.139], [-36.791, -23.760, 0.608], [-36.004, -24.061, -0.650], [-33.868, -24.863, -1.725], [-33.141, -24.403, -1.305], [-34.250, -24.217, -2.319], [-35.117, -27.000, 1.277], [-35.202, -27.853, 0.850], [-35.801, -26.462, 0.877], [-37.004, -26.579, -2.465], [-36.843, -27.176, -3.196], [-36.241, -26.686, -1.896], [-35.400, -26.708, -0.900], [-35.569, -27.547, -0.472], [-34.594, -26.849, -1.397], [-37.327, -26.429, 0.066], [-37.735, -27.229, 0.398], [-37.301, -26.549, -0.883], [-33.546, -26.905, -1.704], [-32.620, -27.023, -1.915], [-33.706, -25.971, -1.842], [-36.941, -23.108, -2.241], [-36.479, -23.918, -2.023], [-36.411, -22.707, -2.930], [-34.598, -23.517, -3.158], [-34.757, -22.775, -3.741], [-34.872, -24.282, -3.663], [-35.539, -25.077, -4.069], [-35.816, -25.494, -3.253], [-36.353, -24.782, -4.476], [-38.552, -24.568, -2.520], [-39.168, -23.835, -2.518], [-37.870, -24.310, -1.901], [-36.011, -24.825, -1.448], [-35.997, -25.646, -0.956], [-35.089, -24.625, -1.608], [-37.961, -24.537, 0.597], [-38.778, -24.625, 0.107], [-37.490, -25.353, 0.427]],
  "multiplicity": 1,
  "orbital_gap_ev": 7.45
}

Run 3
{
  "formula": "H26O13",
  "method": "ωB97M-V/def2-TZVPD",
  "species": ["H", "H", "H", "H", "H", "H", "H", "H", "H", "H", "H", "H", "H", "H", "H", "H", "H", "H", "H", "H", "H", "H", "H", "H", "H", "H", "O", "O", "O", "O", "O", "O", "O", "O", "O", "O", "O", "O", "O"],
  "positions_angstrom": [[0.053, 0.025, -0.192], [0.070, -0.219, 1.308], [-0.308, -0.322, -4.341], [0.689, -1.456, -4.509], [-2.193, 3.110, -0.548], [-1.192, 3.939, 0.239], [-3.765, 1.924, 1.860], [-2.847, 2.440, 2.956], [2.553, -2.388, 0.958], [1.250, -1.662, 1.251], [0.998, 2.622, 0.413], [1.490, 1.865, 1.635], [1.255, -0.077, -1.455], [0.375, 0.182, -2.667], [1.441, -3.144, -2.538], [2.444, -2.667, -1.501], [4.478, 1.494, -0.494], [4.225, 1.878, -1.943], [-1.840, -1.480, -1.307], [-1.641, -0.771, 0.022], [-2.719, 1.089, 5.053], [-2.044, -0.195, 5.507], [0.557, -3.199, 4.156], [0.757, -4.624, 4.646], [-2.381, 1.095, -3.263], [-2.236, 0.982, -4.771], [0.136, 0.484, 0.652], [0.224, -0.773, -5.006], [-2.031, 3.473, 0.329], [-2.894, 1.786, 2.250], [1.656, -2.271, 0.624], [1.792, 2.237, 0.798], [1.280, 0.279, -2.350], [1.510, -2.872, -1.616], [4.166, 1.135, -1.332], [-2.297, -1.259, -0.488], [-1.853, 0.714, 5.249], [1.244, -3.829, 4.400], [-2.404, 0.455, -3.983]],
  "multiplicity": 1,
  "orbital_gap_ev": 10.43
}

Run 4
{
  "formula": "H26O13",
  "method": "ωB97M-V/def2-TZVPD",
  "species": ["O", "H", "H", "O", "H", "H", "O", "H", "H", "O", "H", "H", "O", "H", "H", "O", "H", "H", "O", "H", "H", "O", "H", "H", "O", "H", "H", "O", "H", "H", "O", "H", "H", "O", "H", "H", "O", "H", "H"],
  "positions_angstrom": [[-13.932, 9.613, 6.295], [-14.165, 9.237, 5.446], [-13.427, 10.423, 6.078], [-18.781, 12.746, 7.310], [-18.222, 13.153, 6.625], [-18.219, 12.785, 8.097], [-16.716, 12.059, 9.137], [-17.003, 12.395, 9.994], [-15.788, 11.826, 9.253], [-16.442, 14.719, 7.539], [-16.636, 15.343, 6.832], [-16.151, 13.911, 7.085], [-15.249, 12.330, 6.151], [-14.864, 11.742, 6.811], [-15.845, 11.744, 5.639], [-13.374, 14.459, 5.737], [-14.210, 13.974, 5.838], [-13.578, 15.351, 6.033], [-12.210, 13.793, 8.942], [-12.297, 13.561, 9.871], [-12.732, 13.124, 8.477], [-16.194, 10.249, 4.536], [-16.439, 9.394, 4.920], [-15.549, 10.036, 3.849], [-18.825, 9.877, 3.883], [-17.920, 10.236, 3.973], [-19.394, 10.641, 3.776], [-13.843, 11.419, 8.539], [-14.057, 10.617, 9.032], [-13.121, 11.154, 7.952], [-12.367, 11.740, 5.673], [-12.610, 12.574, 5.243], [-11.492, 11.904, 6.045], [-17.997, 14.591, 5.331], [-18.463, 14.618, 4.490], [-17.267, 15.219, 5.222], [-15.333, 15.769, 4.433], [-14.388, 15.934, 4.540], [-15.412, 14.810, 4.467]],
  "multiplicity": 1,
  "orbital_gap_ev": 9.51
}

Most stable of them? run 1.

Run 1
{
  "formula": "H26O13",
  "method": "ωB97M-V/def2-TZVPD",
  "species": ["H", "H", "H", "H", "H", "H", "H", "H", "H", "H", "H", "H", "H", "H", "H", "H", "H", "H", "H", "H", "H", "H", "H", "H", "H", "H", "O", "O", "O", "O", "O", "O", "O", "O", "O", "O", "O", "O", "O"],
  "positions_angstrom": [[0.119, -0.166, 0.047], [-0.633, -1.360, -0.517], [0.369, -1.989, -2.446], [1.574, -2.343, -3.302], [-2.663, -2.074, -1.092], [-2.756, -3.559, -1.403], [1.414, -4.648, 0.601], [2.630, -4.028, 1.269], [0.578, 1.783, -0.279], [1.546, 2.679, -1.034], [-2.180, -0.109, 0.461], [-2.878, 1.239, 0.383], [1.462, 0.913, 2.812], [1.998, -0.344, 2.147], [2.851, -1.672, 1.160], [2.909, -2.621, -0.025], [0.176, -0.986, 5.545], [0.803, -0.423, 4.280], [-0.622, 0.230, -4.491], [0.817, 0.605, -4.806], [-2.982, 3.185, 1.003], [-1.619, 2.780, 1.540], [-1.811, 3.440, -1.968], [-2.973, 2.514, -1.644], [0.060, 4.245, 1.161], [1.408, 3.632, 0.820], [0.254, -1.058, -0.291], [1.231, -1.656, -2.719], [-2.461, -2.942, -0.724], [2.035, -4.784, 1.325], [0.654, 2.317, -1.078], [-2.953, 0.326, 0.084], [1.877, 0.066, 3.011], [3.053, -1.700, 0.218], [0.999, -0.620, 5.203], [0.041, 0.181, -5.190], [-2.562, 2.650, 1.686], [-2.253, 2.639, -2.273], [0.490, 3.658, 0.529]],
  "multiplicity": 1,
  "orbital_gap_ev": 9.99
}

Run 2
{
  "formula": "H26O13",
  "method": "ωB97M-V/def2-TZVPD",
  "species": ["O", "H", "H", "O", "H", "H", "O", "H", "H", "O", "H", "H", "O", "H", "H", "O", "H", "H", "O", "H", "H", "O", "H", "H", "O", "H", "H", "O", "H", "H", "O", "H", "H", "O", "H", "H", "O", "H", "H"],
  "positions_angstrom": [[1.197, -1.886, -0.953], [1.622, -2.743, -1.155], [0.538, -2.202, -0.327], [1.157, -1.490, 1.871], [1.460, -0.783, 2.386], [1.957, -1.769, 1.417], [1.906, 1.119, -2.290], [2.721, 0.655, -2.318], [1.868, 1.642, -1.529], [-0.764, 1.294, -3.664], [-0.433, 0.448, -3.381], [-1.702, 1.067, -3.779], [2.165, 0.854, 2.695], [2.154, 1.555, 2.033], [3.068, 0.921, 2.967], [3.513, -0.457, -0.244], [4.240, -0.795, -0.704], [2.807, -1.001, -0.588], [-2.979, -1.489, 0.993], [-3.879, -1.138, 0.920], [-2.509, -0.998, 1.692], [0.132, 2.517, 1.411], [-0.784, 2.703, 1.570], [-0.015, 1.751, 0.871], [-1.653, -0.047, 3.005], [-2.437, -0.290, 3.501], [-0.969, 0.264, 3.637], [-0.095, -1.214, -3.315], [0.645, -1.307, -2.758], [0.229, -1.785, -4.017], [-2.455, 1.932, 1.272], [-2.008, 1.248, 1.733], [-2.096, 2.047, 0.374], [-0.266, 0.218, 0.096], [-0.063, -0.040, -0.805], [0.235, -0.318, 0.740], [-3.015, -0.326, -1.442], [-2.856, 0.593, -1.221], [-2.634, -0.750, -0.692]],
  "multiplicity": 1,
  "orbital_gap_ev": 9.60
}

Run 3
{
  "formula": "H26O13",
  "method": "ωB97M-V/def2-TZVPD",
  "species": ["O", "H", "H", "O", "H", "H", "O", "H", "H", "O", "H", "H", "O", "H", "H", "O", "H", "H", "O", "H", "H", "O", "H", "H", "O", "H", "H", "O", "H", "H", "O", "H", "H", "O", "H", "H", "O", "H", "H"],
  "positions_angstrom": [[-0.880, 2.469, -1.530], [-0.481, 3.311, -1.419], [-1.390, 2.337, -0.735], [-1.926, -0.726, -1.556], [-1.418, -0.318, -0.877], [-1.782, -1.629, -1.445], [1.891, -1.557, -0.014], [2.568, -1.872, -0.610], [2.024, -2.025, 0.815], [-0.055, 0.178, 0.327], [0.707, -0.427, 0.181], [0.155, 1.089, 0.141], [1.014, -1.732, -2.611], [0.967, -0.872, -2.135], [1.946, -1.802, -2.842], [3.632, 1.054, 0.294], [3.166, 0.779, -0.481], [3.033, 1.071, 1.040], [-2.958, -0.685, 1.548], [-3.259, -1.337, 0.901], [-2.189, -1.103, 1.956], [1.969, 0.795, -1.946], [1.332, 1.466, -2.240], [2.432, 0.496, -2.720], [-0.695, -1.975, 2.050], [-0.493, -1.562, 1.215], [-0.120, -1.651, 2.726], [-2.777, 1.852, 0.467], [-2.515, 1.083, 0.960], [-3.463, 1.537, -0.054], [0.919, 2.685, 0.836], [0.475, 3.544, 0.787], [1.195, 2.631, 1.790], [-0.747, 1.028, 2.852], [-0.781, 0.241, 3.383], [-0.347, 0.755, 2.079], [-0.466, -3.151, -0.673], [-1.017, -3.251, -1.430], [0.330, -2.724, -1.028]],
  "multiplicity": 1,
  "orbital_gap_ev": 10.27
}

Run 4
{
  "formula": "H26O13",
  "method": "ωB97M-V/def2-TZVPD",
  "species": ["O", "H", "H", "O", "H", "H", "O", "H", "H", "O", "H", "H", "O", "H", "H", "O", "H", "H", "O", "H", "H", "O", "H", "H", "O", "H", "H", "O", "H", "H", "O", "H", "H", "O", "H", "H", "O", "H", "H"],
  "positions_angstrom": [[-0.075, -1.172, -2.833], [-0.975, -1.059, -3.137], [0.439, -1.273, -3.634], [0.686, 2.312, -1.101], [1.475, 1.781, -1.209], [0.784, 2.713, -0.237], [2.348, 0.169, -1.901], [2.634, -0.726, -2.080], [1.489, 0.235, -2.318], [-2.614, 1.587, 1.549], [-2.841, 0.973, 2.248], [-1.916, 1.148, 1.063], [0.843, 0.588, 2.935], [1.544, 0.073, 2.535], [0.059, 0.048, 2.832], [-2.833, -2.115, 1.503], [-2.529, -2.179, 0.597], [-2.168, -1.583, 1.941], [0.075, -2.671, 0.022], [0.759, -2.855, -0.622], [0.099, -3.420, 0.618], [3.077, 1.205, 0.696], [3.021, 0.376, 1.171], [2.681, 1.020, -0.156], [2.363, -1.396, 1.584], [3.175, -1.808, 1.291], [1.731, -1.591, 0.892], [0.050, 2.801, 1.565], [0.512, 2.054, 1.946], [-0.869, 2.652, 1.784], [-2.571, -2.588, -1.194], [-1.618, -2.632, -1.270], [-2.861, -3.496, -1.274], [-1.880, 3.400, -1.715], [-1.516, 4.284, -1.689], [-1.122, 2.832, -1.858], [-0.739, 0.184, 0.104], [-0.248, 0.805, -0.434], [-0.468, -0.677, -0.215]],
  "multiplicity": 1,
  "orbital_gap_ev": 9.20
}

Most stable of them? run 4.